Entry from OMol25: a 2-piece molecular cluster, C5H9N overall (ωB97M-V/def2-TZVPD).

Its SMILES is C1=NC1.C=CC. The HOMO energy comes out at -9.586 eV. For the total energy, the calculation gives -6817.789 eV. For the energy above the lowest of the compared OMol25 structures with the same formula, charge and spin, the calculation gives 3.206 eV. As for the HOMO-LUMO gap: 10.7 eV. The spin multiplicity is 1. The value obtained for the LUMO energy is 0.0404 Ha.

```
15
Properties=species:S:1:pos:R:3:forces:R:3
C -0.536391 0.075783 -1.899262 -0.0125 0.2599 -0.4170
N -0.549631 0.970671 -2.771773 -0.0298 -0.3489 0.2147
C -0.263382 1.359797 -1.314070 0.0939 0.3431 0.1294
H -0.684026 -0.990011 -1.769114 0.0351 0.1518 -0.1618
H 0.756116 1.657858 -1.072196 -0.1485 -0.0437 -0.1289
H -1.044768 1.908112 -0.788108 0.0895 -0.0777 -0.1461
C -0.790033 -1.397116 0.739448 0.0542 0.0811 0.1795
C -0.220835 -0.280260 1.181131 -0.1043 -0.2415 0.0947
C 1.266799 -0.063401 1.255242 0.0569 -0.0163 0.0151
H -1.869496 -1.513359 0.689785 0.1487 0.0137 0.0947
H -0.187063 -2.230357 0.379494 -0.0791 0.0960 0.0696
H -0.854559 0.538646 1.522295 0.0821 -0.1609 -0.0059
H 1.786744 -0.590047 0.447014 -0.0883 0.0368 0.1421
H 1.657614 -0.443035 2.205662 -0.0096 0.0764 -0.0855
H 1.532909 0.996719 1.194452 -0.0887 -0.1698 0.0055
```
Positions in Å, forces in eV/Å.

Entry from OMol25: the molecule C5H9N (ωB97M-V/def2-TZVPD).

Its SMILES is C=C/C=C/NC. The HOMO energy comes out at -7.218 eV. For the total energy, the calculation gives -6817.670 eV. For the energy above the lowest of the compared OMol25 structures with the same formula, charge and spin, the calculation gives 3.325 eV. As for the HOMO-LUMO gap: 8.3 eV. The spin multiplicity is 1. The value obtained for the LUMO energy is 0.0382 Ha.

```
15
Properties=species:S:1:pos:R:3:forces:R:3
C 1.865318 2.329792 -0.227652 0.6775 -1.1917 0.2241
C 1.885589 1.044332 0.205570 -0.2232 0.0575 1.4622
C 1.013440 0.008453 -0.343776 1.4261 0.1580 -1.2174
C 0.050284 -0.689574 0.289561 0.5303 -0.8157 -1.7227
N -1.064037 -1.068978 -0.495750 0.7262 -0.7441 0.9422
C -2.215385 -1.572530 0.237684 -0.9720 1.5078 -0.4346
H 1.766853 3.083456 0.542942 1.2976 0.4340 -0.2376
H 1.979421 2.549435 -1.279249 -1.2703 0.3437 -0.1915
H 2.365941 0.847790 1.173825 -1.0455 0.2664 0.3430
H 1.079661 -0.002276 -1.437398 -1.0992 0.3585 0.0326
H 0.239248 -1.263851 1.190710 -0.5332 0.8209 0.6253
H -1.286939 -0.316348 -1.124243 -0.2288 -0.0953 -0.1029
H -1.968306 -2.321326 0.974761 0.1744 -0.3274 -0.1103
H -2.995044 -1.896324 -0.458234 0.3768 -0.5299 0.0409
H -2.716045 -0.732050 0.751247 0.1631 -0.2427 0.3469
```
Positions in Å, forces in eV/Å.

Repeat the second record exactly.
Entry from OMol25: the molecule C5H9N (ωB97M-V/def2-TZVPD).

Its SMILES is C=C/C=C/NC. The HOMO energy comes out at -7.218 eV. For the total energy, the calculation gives -6817.670 eV. For the energy above the lowest of the compared OMol25 structures with the same formula, charge and spin, the calculation gives 3.325 eV. As for the HOMO-LUMO gap: 8.3 eV. The spin multiplicity is 1. The value obtained for the LUMO energy is 0.0382 Ha.

```
15
Properties=species:S:1:pos:R:3:forces:R:3
C 1.865318 2.329792 -0.227652 0.6775 -1.1917 0.2241
C 1.885589 1.044332 0.205570 -0.2232 0.0575 1.4622
C 1.013440 0.008453 -0.343776 1.4261 0.1580 -1.2174
C 0.050284 -0.689574 0.289561 0.5303 -0.8157 -1.7227
N -1.064037 -1.068978 -0.495750 0.7262 -0.7441 0.9422
C -2.215385 -1.572530 0.237684 -0.9720 1.5078 -0.4346
H 1.766853 3.083456 0.542942 1.2976 0.4340 -0.2376
H 1.979421 2.549435 -1.279249 -1.2703 0.3437 -0.1915
H 2.365941 0.847790 1.173825 -1.0455 0.2664 0.3430
H 1.079661 -0.002276 -1.437398 -1.0992 0.3585 0.0326
H 0.239248 -1.263851 1.190710 -0.5332 0.8209 0.6253
H -1.286939 -0.316348 -1.124243 -0.2288 -0.0953 -0.1029
H -1.968306 -2.321326 0.974761 0.1744 -0.3274 -0.1103
H -2.995044 -1.896324 -0.458234 0.3768 -0.5299 0.0409
H -2.716045 -0.732050 0.751247 0.1631 -0.2427 0.3469
```
Positions in Å, forces in eV/Å.